No. 1
# C31H46GeN4O2Si3V

A molecular structure, C31H46GeN4O2Si3V (ωB97M-V with the def2-TZVPD basis set, the OMol25 dataset).

Properties
Strongest force on any atom   0.8 eV/A
Expectation value of S²   3.7753
LUMO energy (spin up / spin down)   -5.96 / -6.10 eV
Highest occupied orbital energy (spin up / spin down)   -0.463 / -0.466 Ha
Multiplicity   4
Frontier orbital gap (spin up / spin down)   6.64 / 6.58 eV
Net charge   +2
Energy above the lowest of the compared OMol25 structures with the same formula, charge and spin   6.2 kJ/mol

```
88
C31H46GeN4O2Si3V ωB97M-V with the def2-TZVPD basis set
V -0.62414 0.70458 -1.28073
C 2.13146 0.03990 -2.93075
O 1.46928 0.51188 -1.75014
C 2.28537 1.03565 -0.74115
C 3.65684 0.85304 -0.71329
C 4.38538 1.41040 0.33368
C 3.74445 2.13787 1.32608
C 2.37163 2.32325 1.28076
C 1.62834 1.77266 0.24535
N 0.21682 1.91685 0.09674
N -0.30624 2.80036 0.85377
C -1.60538 3.12519 0.80304
C -2.53440 2.64263 -0.16322
O -2.22341 1.73320 -1.04792
C -3.84879 3.18663 -0.19441
C -4.23793 4.11167 0.71860
C -3.36584 4.58427 1.74195
C -3.81216 5.52219 2.69083
C -2.96899 5.96769 3.67495
C -1.65663 5.48276 3.73236
C -1.19818 4.56709 2.81417
C -2.04313 4.10183 1.79382
H 2.74709 -0.82931 -2.70079
H 2.74163 0.83994 -3.35171
H 1.35034 -0.24021 -3.63089
H 4.16966 0.30607 -1.48718
H 5.45698 1.27898 0.36055
H 4.31626 2.57266 2.13220
H 1.86303 2.90457 2.03540
H -4.51623 2.83656 -0.96844
H -5.24326 4.51166 0.68061
H -4.82944 5.88489 2.62983
H -3.31049 6.68908 4.40332
H -0.99299 5.83524 4.50984
H -0.18334 4.20545 2.87252
N 1.47852 -2.48375 0.00113
C 0.67010 -3.56709 0.15362
C 1.22596 -4.85296 0.28687
C 0.40625 -5.94283 0.39579
C -0.98757 -5.76447 0.37330
C -1.47131 -4.49608 0.24279
N -0.66854 -3.40130 0.13125
H 2.44525 -2.60598 0.25723
H 1.10460 -1.56666 0.18865
H 2.30178 -4.95590 0.30090
H 0.83101 -6.93112 0.50018
H -1.66861 -6.59646 0.45913
H -2.52847 -4.28571 0.22070
C -4.44880 -0.32466 1.28386
Si -3.99858 -1.60076 -0.01907
C -4.77266 -3.27250 0.28272
C -4.59405 -0.78682 -1.60236
Ge -1.51045 -1.54463 -0.04675
Si -1.19215 -1.16440 2.44803
C -1.63296 0.52850 3.06549
C -2.21587 -2.55622 3.15838
C 0.59743 -1.50917 2.87987
Si -1.40449 -1.98504 -2.54145
C -1.64468 -0.42652 -3.57380
C -2.65370 -3.29680 -2.98479
C 0.24303 -2.79627 -2.90513
H -5.42128 0.08667 1.01148
H -3.74988 0.51551 1.29065
H -4.54112 -0.71078 2.29426
H -5.85654 -3.15155 0.29421
H -4.48633 -3.69962 1.24557
H -4.54303 -3.98953 -0.50792
H -5.63562 -0.51252 -1.41871
H -4.58796 -1.38686 -2.50637
H -4.05475 0.14498 -1.78333
H -2.66279 0.59802 3.40957
H -1.46896 1.30436 2.32370
H -0.98025 0.74608 3.91234
H -3.28670 -2.37356 3.17650
H -1.88378 -2.66597 4.19376
H -2.02840 -3.51267 2.67246
H 1.30367 -0.78082 2.47464
H 0.93530 -2.52024 2.65120
H 0.63526 -1.40705 3.96870
H -2.58250 -0.51866 -4.12519
H -0.85242 -0.34207 -4.31767
H -1.76130 0.55650 -3.09578
H -3.69201 -2.99042 -3.04878
H -2.58186 -4.16527 -2.33064
H -2.34027 -3.63280 -3.97686
H 1.09875 -2.38247 -2.37920
H 0.42286 -2.70912 -3.98045
H 0.18546 -3.86350 -2.68130
```

No. 2
# C31H46N2O5S2Si2Ta

A molecular structure, C31H46N2O5S2Si2Ta (ωB97M-V with the def2-TZVPD basis set, the OMol25 dataset).

Properties
Strongest force on any atom   0.5 eV/A
LUMO energy   -3.91 eV
Highest occupied orbital energy   -0.402 Ha
Multiplicity   1
Frontier orbital gap   7.04 eV
Net charge   +1
Energy above the lowest of the compared OMol25 structures with the same formula, charge and spin   17.7 kJ/mol

```
89
C31H46N2O5S2Si2Ta ωB97M-V with the def2-TZVPD basis set
Ta -0.30836 -1.11863 1.26661
C 4.44638 -4.73310 2.15321
C 4.42525 -4.53857 0.78104
C 3.75474 -3.44611 0.24293
C 3.08945 -2.53558 1.06772
C 3.13147 -2.74333 2.45028
C 3.80403 -3.82803 2.98910
Si 2.19664 -1.05539 0.34829
C 2.37098 -0.99727 -1.51040
C 2.81612 0.17986 -2.11662
C 2.97035 0.26443 -3.49501
C 2.66955 -0.82589 -4.29651
C 2.22451 -2.00642 -3.71413
C 2.08156 -2.08770 -2.33712
H 4.97044 -5.58139 2.57406
H 4.93844 -5.23133 0.12640
H 3.77258 -3.29966 -0.82995
H 2.64008 -2.04574 3.11773
H 3.83009 -3.96865 4.06216
H 2.74322 0.20528 0.89548
H 3.06174 1.04138 -1.50838
H 3.33319 1.18198 -3.94108
H 2.78959 -0.76206 -5.37017
H 2.00580 -2.86656 -4.33464
H 1.76926 -3.03064 -1.90103
C -0.31032 0.73476 4.80875
C -0.27083 0.16000 3.44813
O -1.34000 -0.05023 2.75945
O 0.79554 -0.22834 2.89573
H -1.13576 1.43878 4.89121
H 0.64158 1.19617 5.05602
H -0.49368 -0.08739 5.50559
C -0.69619 -7.15416 -0.44602
C -0.64098 -5.67648 -0.26036
C -0.70430 -4.79978 -1.35095
C -0.63363 -3.45250 -1.10059
N -0.51466 -3.01604 0.15973
C -0.51191 -3.92361 1.15445
S -0.45049 -3.11496 2.70247
N -0.55494 -5.22408 1.00004
H -0.31488 -7.44976 -1.42105
H -1.73758 -7.47866 -0.37694
H -0.14187 -7.65046 0.34676
H -0.79413 -5.17268 -2.36021
H -0.65449 -2.69760 -1.87537
C 1.88419 3.13225 0.20887
C 0.72240 3.04152 1.18210
C 1.22171 2.88773 2.60385
C -0.17133 4.26718 1.07003
O -0.06780 1.82402 0.87271
Si -1.24310 1.77880 -0.26914
S -1.49395 -0.37292 -0.58874
O -2.67639 2.37730 0.11418
C -3.79361 2.30749 1.02291
C -4.30136 0.87560 1.08410
C -3.35015 2.78603 2.39452
C -4.85323 3.23149 0.44219
O -0.70406 2.45729 -1.61809
C -1.18324 2.58836 -2.98377
C -0.69544 3.94763 -3.45377
C -2.70046 2.50774 -3.03925
C -0.54538 1.46823 -3.78710
H 2.45450 4.03954 0.41397
H 1.52700 3.17031 -0.82000
H 2.55062 2.27980 0.32830
H 1.81675 3.76072 2.87425
H 1.84088 1.99888 2.70706
H 0.38006 2.83360 3.29831
H 0.41514 5.15368 1.31355
H -1.00530 4.20707 1.76841
H -0.55942 4.39420 0.05753
H -3.57692 0.21538 1.56632
H -4.50833 0.50277 0.08006
H -5.22720 0.84194 1.65981
H -2.50757 2.19194 2.75331
H -4.17130 2.67881 3.10457
H -3.06456 3.83747 2.36300
H -5.16900 2.87711 -0.53973
H -4.45710 4.24211 0.33753
H -5.72568 3.26560 1.09538
H -1.14418 4.74216 -2.85606
H -0.96570 4.10647 -4.49837
H 0.38959 4.01094 -3.36266
H -3.15683 3.28892 -2.43216
H -3.06038 1.53822 -2.68595
H -3.02889 2.63105 -4.07187
H 0.54091 1.52313 -3.71962
H -0.83656 1.54514 -4.83573
H -0.86291 0.49340 -3.41157
```

Number 1 is which compound?
C31H46GeN4O2Si3V

What is the formula in the first record?
C31H46GeN4O2Si3V

What is the formula in the first record?
C31H46GeN4O2Si3V

Which of these has the lowest energy above the lowest of the compared OMol25 structures with the same formula, charge and spin?
C31H46GeN4O2Si3V